Density functional theory data (the ωB97M-V functional and the def2-TZVPD basis) for a molecular structure, C40H110N10O10.

Structure (XYZ):
```
170
Properties=species:S:1:pos:R:3:forces:R:3
C 4.19202 -0.54016 2.64543 0.2 1.5 -0.6
C 4.32714 -1.33939 1.34536 -0.9 0.1 1.8
C 4.93709 -0.56014 0.09634 -1.7 -0.2 2.8
O 4.07404 0.56491 -0.15126 2.1 0.6 1.2
C 4.49280 1.43941 -1.17309 1.8 -2.9 -0.4
N 5.05683 -2.55117 1.79008 0.4 0.4 -2.2
H 3.37410 0.17211 2.53699 0.9 -0.2 0.0
H 5.12753 -0.01226 2.83053 0.1 0.4 0.1
H 3.96994 -1.05006 3.58287 0.0 -0.8 -0.5
H 3.28293 -1.56282 1.12669 0.6 -0.6 0.2
H 4.89771 -1.22683 -0.76510 0.9 0.0 -0.1
H 5.86295 -0.24311 0.57635 0.7 0.2 -1.2
H 3.89986 1.25195 -2.06830 -0.2 0.3 -0.3
H 5.54422 1.28428 -1.41506 0.2 -0.4 -0.3
H 4.49349 2.50000 -0.92158 2.5 -10.2 1.0
H 5.98226 -2.24165 2.05055 0.3 0.5 1.1
H 5.38387 -2.91700 0.90729 -0.3 -1.4 -0.6
C 2.53571 -1.84930 -3.00851 3.0 -1.9 -5.1
C 2.63901 -3.38356 -2.94720 3.6 0.0 2.9
C 4.05294 -3.83684 -2.44133 -0.3 1.9 0.2
O 5.02261 -3.16716 -3.24470 -0.5 -0.1 0.7
C 5.61612 -4.05172 -4.15988 0.6 0.5 1.2
N 1.60338 -3.71263 -1.96471 8.3 -0.5 1.8
H 2.94087 -1.45201 -2.07786 2.6 -0.4 -3.8
H 1.47058 -1.64343 -3.11441 0.8 0.9 0.4
H 2.96849 -1.47750 -3.93725 0.4 0.0 -0.1
H 2.55722 -3.94434 -3.87830 0.2 0.8 0.2
H 4.20891 -4.91295 -2.36543 -0.2 -0.3 -0.6
H 4.19096 -3.51274 -1.40982 0.0 0.4 0.2
H 6.26721 -3.39733 -4.73949 -0.3 -0.5 -0.8
H 4.82421 -4.64300 -4.61962 0.4 0.0 -0.8
H 6.26809 -4.67700 -3.54991 0.2 -0.7 -0.4
H 1.69082 -3.29926 -1.04734 0.9 0.7 0.1
H 1.58726 -4.68410 -1.68888 0.3 -0.7 -0.6
C -3.82301 4.62135 -1.59754 -0.4 0.3 -0.9
C -2.98249 4.01443 -2.77063 -0.5 0.2 0.4
C -1.99400 2.84548 -2.40899 0.5 1.3 0.2
O -0.78650 3.27179 -1.67361 -3.4 2.1 -1.3
C 0.27896 2.38810 -1.64555 -3.9 2.8 -3.1
N -3.92543 3.49604 -3.77888 -0.3 -0.3 0.3
H -4.81533 4.97015 -1.88342 -0.5 -0.7 -1.1
H -3.51451 5.63189 -1.32970 1.1 -0.7 0.6
H -4.07490 3.98783 -0.74707 0.7 0.2 -0.4
H -2.47964 4.88468 -3.19241 0.8 -0.2 0.0
H -1.64905 2.41707 -3.35004 0.1 -0.1 -0.2
H -2.57178 2.09313 -1.87209 0.3 0.0 -0.2
H 1.14890 3.02236 -1.47519 -4.6 0.0 -4.0
H 0.34893 1.89719 -2.61622 0.3 -0.6 -0.2
H 0.08945 1.66189 -0.85509 -1.8 5.7 -2.9
H -4.50271 4.26029 -4.09945 -0.2 0.0 0.1
H -3.52274 3.08068 -4.60678 0.5 0.0 0.1
C 3.58602 3.99205 -1.05268 -0.1 1.1 -0.1
C 2.36596 3.52251 -0.31399 1.2 2.2 2.6
C 2.57679 2.88550 1.06260 1.6 0.6 -0.6
O 1.41003 2.54947 1.74448 4.2 1.5 0.0
C 1.74676 1.95928 3.02668 0.1 0.3 -5.0
N 1.61397 4.78942 -0.13792 -0.4 -1.1 0.2
H 4.02263 4.94299 -0.74741 -0.3 0.0 0.4
H 3.28875 4.08397 -2.09733 0.3 0.0 -0.3
H 4.28666 3.16160 -0.96586 -2.7 10.8 -0.9
H 1.75836 2.86702 -0.93789 5.3 -0.6 4.0
H 3.15861 3.56994 1.67996 0.2 0.4 0.1
H 3.19785 1.99791 0.94187 -0.1 -0.1 0.1
H 2.30080 2.63492 3.67833 -0.9 -1.9 -2.9
H 2.33832 1.12374 2.65247 -0.2 0.1 1.0
H 0.84155 1.52715 3.45325 0.6 2.6 -1.9
H 1.44196 5.11898 -1.07701 -0.4 0.5 -0.2
H 0.72239 4.49330 0.23288 -0.5 0.6 0.0
C 0.38547 -3.63974 -3.72411 -3.2 -1.5 -0.9
C -0.41583 -4.02850 -2.50686 -4.5 -0.6 0.5
C -1.67463 -3.09472 -2.15539 0.8 -1.6 -2.2
O -1.47195 -1.63100 -2.04386 5.4 -4.9 -7.7
C -1.27780 -0.93197 -3.34005 1.9 -1.1 1.0
N -0.82832 -5.53315 -2.56739 0.7 2.7 -2.3
H -0.28306 -3.86063 -4.55620 0.0 0.7 -0.6
H 1.23366 -4.31997 -3.80136 -2.1 -0.1 -0.8
H 0.73662 -2.61747 -3.58353 -1.1 -1.2 -1.4
H 0.24248 -3.83340 -1.66030 -3.5 -0.7 -0.5
H -2.10550 -3.45385 -1.22079 1.4 1.4 -1.7
H -2.45223 -3.37844 -2.86456 0.4 0.7 -0.3
H -1.65073 -1.48969 -4.19910 -0.1 0.2 0.2
H -0.18918 -0.92208 -3.39403 -0.1 0.6 -0.7
H -1.63043 0.09778 -3.28199 -0.4 -0.2 0.2
H -0.05456 -6.13012 -2.31238 0.6 0.2 -0.2
H -1.52109 -5.76244 -1.86911 -0.1 -0.2 -1.1
C 2.23434 -1.12922 -0.75807 -3.9 1.2 2.9
C 0.98616 -0.81614 0.08809 -0.2 -0.7 0.1
C 0.22192 0.40066 -0.43402 2.6 -6.1 2.4
O -0.92780 0.72897 0.34523 6.6 3.6 -4.3
C -0.61156 1.44503 1.53816 2.2 -5.9 -1.3
N 0.13370 -1.97715 -0.03513 0.2 -1.1 0.4
H 2.78148 -1.94459 -0.28489 -0.2 0.0 -0.6
H 2.86661 -0.24956 -0.87868 -0.7 -0.7 -0.2
H 1.89243 -1.45555 -1.74027 -2.6 1.2 4.4
H 1.21935 -0.74457 1.15045 0.1 0.5 0.2
H -0.12719 0.16537 -1.43945 0.1 -0.2 0.2
H 0.92178 1.22467 -0.57296 2.3 -3.3 2.5
H -1.56357 1.73963 1.97975 1.6 -3.7 -0.5
H -0.10942 2.39057 1.33345 -0.3 -6.6 -2.9
H -0.04734 0.87462 2.27598 -0.1 -0.3 -1.2
H -0.82807 -1.71971 0.13463 1.0 0.3 1.0
H 0.02777 -2.23918 -1.00477 0.7 0.3 0.1
C 2.07476 3.40710 5.44246 0.9 -0.8 1.7
C 0.68771 2.77851 5.85197 2.4 1.2 0.0
C 0.68677 1.21525 5.89980 0.3 2.5 1.7
O 1.06686 0.83307 4.63449 -1.6 -4.6 4.5
C 0.53131 -0.42887 4.24132 0.1 -0.5 -0.4
N 0.45925 3.46055 7.14928 -1.3 -0.6 0.0
H 2.14527 4.41815 5.84359 -0.3 0.3 -0.9
H 2.54216 3.19518 4.48083 0.0 2.4 2.4
H 2.80903 2.93579 6.09577 0.2 -0.5 0.4
H -0.00860 3.09114 5.07382 -0.6 0.0 0.4
H -0.31243 0.95052 6.24564 -0.1 -0.5 -0.4
H 1.43173 0.84513 6.60418 0.0 0.1 0.5
H 1.10267 -1.28590 4.59789 0.5 0.1 -0.2
H 0.49080 -0.32300 3.15723 0.2 -1.0 0.2
H -0.48180 -0.64730 4.57896 -0.2 0.7 0.1
H 1.30387 3.51080 7.70081 0.3 -0.7 0.0
H 0.33078 4.44552 6.96642 -0.6 0.1 -0.3
C -3.66078 1.06434 0.06628 -2.1 -3.0 -2.9
C -3.52316 -0.43458 0.29196 1.3 2.4 0.3
C -3.09699 -1.22943 -0.92367 -6.3 3.4 1.1
O -4.26062 -1.29283 -1.72603 -1.3 0.0 0.4
C -4.19270 -1.98675 -2.92288 0.3 1.5 -1.0
N -2.44808 -0.44261 1.30084 -3.6 -1.6 3.5
H -2.80587 1.59306 -0.35525 0.0 -1.2 0.0
H -3.87857 1.61433 0.98181 -0.6 -5.2 -4.4
H -4.48230 1.12399 -0.64761 -0.4 0.9 -0.3
H -4.47260 -0.73827 0.73289 -0.3 -0.4 0.0
H -2.84920 -2.21320 -0.52506 -2.7 2.5 -5.0
H -2.23972 -0.77774 -1.42283 -2.8 2.1 2.3
H -5.08480 -1.62531 -3.43437 0.2 -0.3 -0.6
H -4.09125 -3.06846 -3.01070 -0.9 -0.3 1.0
H -3.25251 -1.64958 -3.35931 -0.9 0.1 -1.0
H -1.68186 0.09794 0.92559 -1.9 -2.6 0.4
H -2.81325 0.23210 1.95774 -0.1 -0.4 0.9
C -5.62887 4.41751 1.34847 0.2 -1.0 0.7
C -4.10031 4.37402 1.78745 -1.8 -1.1 -0.6
C -3.34189 2.94643 1.47064 -0.5 6.6 3.0
O -2.11257 2.78277 2.19572 -4.2 6.7 1.2
C -0.92146 3.49868 1.70779 -2.9 4.9 2.0
N -3.49972 5.40391 1.02545 2.0 0.9 -0.2
H -5.92370 3.87306 0.45140 0.6 0.2 -0.4
H -5.96278 5.45065 1.25235 0.2 0.1 -0.1
H -6.30672 3.95825 2.06799 0.2 0.0 0.5
H -4.09007 4.65417 2.84078 0.1 -0.8 0.5
H -3.21436 2.83893 0.39348 0.5 1.6 0.9
H -3.99858 2.11881 1.73877 0.0 3.0 3.9
H -0.01704 3.02779 2.09299 -1.1 4.1 2.7
H -0.99299 4.52318 2.07300 -0.4 0.6 -0.1
H -0.84281 3.40551 0.62464 -0.5 1.1 -0.2
H -3.91533 6.32429 1.04253 -0.4 -0.2 0.3
H -2.54367 5.50964 1.33347 0.2 0.3 -0.2
C -2.58764 -2.72084 0.74387 3.2 -2.1 4.7
C -2.83858 -4.07525 0.22092 -1.5 -2.4 1.2
C -1.65030 -4.99628 -0.01391 1.1 0.8 -0.1
O -1.99166 -6.25531 -0.60052 -1.4 -2.2 3.5
C -1.12583 -7.29245 -0.09451 -0.2 0.4 0.2
N -3.82234 -4.66801 1.17294 1.5 -0.2 -0.4
H -3.50147 -2.18659 1.00383 0.4 -1.2 0.2
H -2.00661 -2.08051 0.08018 0.8 -1.9 3.0
H -1.92311 -2.70176 1.60767 -0.4 -0.9 0.7
H -3.30348 -4.02611 -0.76373 -0.9 -0.1 0.1
H -0.92489 -5.01368 0.79945 -0.5 -0.6 0.5
H -1.05400 -4.64409 -0.85564 0.1 0.7 1.7
H -1.35371 -8.28668 -0.47881 -0.4 0.3 -0.3
H -1.19730 -7.32457 0.99267 0.0 0.0 0.0
H -0.09239 -7.06291 -0.35412 0.2 0.1 0.0
H -3.93343 -5.60906 0.82338 -1.0 -0.1 0.2
H -4.64413 -4.08322 1.12036 -0.4 -0.5 0.0
```
Positions in Å, forces in eV/Å.

Values from the calculation:
HOMO-LUMO gap: 0.2708 hartree
E_LUMO: 0.5 eV
2S+1: 1
ΔE to the lowest compared entry with this formula, charge and spin: 1297.9 kcal/mol
Max |F|: 0.2177 Eh/bohr
E_HOMO: -6.8 eV

Here are the Mulliken charges for atoms 1 to 99, given in e:
1. C -0.738
2. C 1.805
3. C -0.875
4. O -0.258
5. C -1.049
6. N -0.715
7. H -0.581
8. H 0.415
9. H 0.403
10. H -0.950
11. H 0.556
12. H 0.502
13. H 0.207
14. H 0.594
15. H -0.386
16. H 0.339
17. H 0.319
18. C -0.407
19. C 0.748
20. C -1.523
21. O -0.289
22. C -0.805
23. N -1.031
24. H -0.388
25. H -0.321
26. H 0.474
27. H 0.580
28. H 0.585
29. H 0.052
30. H 0.256
31. H 0.295
32. H 0.332
33. H 0.151
34. H 0.375
35. C -0.571
36. C 0.102
37. C 0.363
38. O -0.494
39. C -0.053
40. N -0.696
41. H 0.488
42. H 0.398
43. H -0.689
44. H 0.136
45. H 0.583
46. H -0.241
47. H -0.103
48. H 0.667
49. H -0.284
50. H 0.266
51. H 0.223
52. C -1.506
53. C 1.371
54. C -0.688
55. O -0.161
56. C 1.029
57. N -0.755
58. H 0.410
59. H 0.385
60. H 0.654
61. H -0.471
62. H 0.609
63. H 0.119
64. H 0.344
65. H -0.571
66. H -0.789
67. H 0.432
68. H -0.030
69. C -2.002
70. C -0.346
71. C 0.437
72. O 0.610
73. C -1.941
74. N -0.734
75. H 0.429
76. H 0.342
77. H 0.087
78. H 0.754
79. H -1.288
80. H 0.267
81. H 0.760
82. H 0.593
83. H -0.078
84. H 0.401
85. H 0.515
86. C -2.783
87. C 2.134
88. C 1.165
89. O 0.620
90. C 0.461
91. N 0.066
92. H 2.054
93. H -0.183
94. H 0.268
95. H -0.406
96. H -0.212
97. H -0.960
98. H 0.890
99. H -1.605